No. 1
This record from the OMol25 dataset describes a gas-phase ion, C4H13N2 (charge +1) in a non-equilibrium geometry. The level of theory is wB97M-V/def2-TZVPD.

XYZ file:
```
19
Properties=species:S:1:pos:R:3:forces:R:3
C -0.3507 -1.6234 1.6886 -0.054 0.167 0.479
C -0.4530 -0.4125 0.7653 -0.469 -1.927 -1.754
N -0.8811 -1.0713 -0.6081 1.398 0.611 -0.172
C 0.7843 0.3972 0.5602 0.763 2.696 -0.232
C 0.6276 1.6306 -0.4348 -1.118 -0.287 1.073
N 0.3278 1.2082 -1.7890 -0.072 -1.330 0.265
H 0.1330 -2.4729 1.2081 0.068 0.077 -0.302
H -1.3385 -1.9602 2.0046 0.044 0.061 0.101
H 0.2700 -1.4496 2.5623 -0.180 0.352 0.209
H -1.2934 0.2599 0.9404 0.118 -0.047 0.509
H -1.8608 -1.3336 -0.6993 0.101 0.086 0.025
H -0.2740 -1.8722 -0.7748 -0.332 -0.439 0.280
H -0.5164 -0.4194 -1.3479 -0.599 0.483 -0.078
H 0.9097 0.8021 1.5736 0.387 0.194 -0.185
H 1.7611 0.0238 0.2625 -0.293 -1.336 0.234
H 1.4774 2.3068 -0.4295 0.286 -0.245 0.343
H -0.2190 2.2219 -0.0656 0.099 0.057 -0.112
H 1.1034 1.2246 -2.4301 -0.163 0.235 -0.191
H -0.5348 1.5568 -2.1522 0.017 0.593 -0.491
```
Forces are in eV/Å.

- Gap between HOMO and LUMO: 0.3944 Eh
- Total energy: -269.4692 Ha
- Charge: +1
- Energy above the lowest of the compared OMol25 structures with the same formula, charge and spin: 82.7 kJ/mol

No. 2
This record from the OMol25 dataset describes a gas-phase ion, C4H13N2 (charge +1) in a non-equilibrium geometry. The level of theory is wB97M-V/def2-TZVPD.

XYZ file:
```
19
Properties=species:S:1:pos:R:3:forces:R:3
C -0.5771 -2.4316 -0.1603 3.613 -1.090 0.366
N -0.7887 -0.9493 -0.0843 2.758 -0.287 -2.081
C -0.3619 0.1595 -1.2145 -0.926 -0.253 3.396
C -0.4663 1.4590 -0.3547 1.505 0.320 -0.566
C 1.0045 1.6464 0.3174 -2.151 0.067 -0.340
N 1.2775 0.4723 1.2518 1.402 1.534 0.151
H 0.5609 -2.6860 -0.5641 -3.082 0.907 0.910
H -0.5761 -2.8416 0.9240 -0.343 0.706 -1.911
H -1.2943 -2.9073 -0.8021 -0.291 -0.173 -0.117
H -1.7110 -0.8055 0.1965 -1.776 0.723 0.799
H -0.0708 -0.6660 0.5947 -0.194 0.305 0.643
H -1.0316 0.2423 -2.0101 -1.131 -0.718 -1.277
H 0.6186 -0.1613 -1.4827 0.676 0.063 -0.331
H -0.6043 2.3486 -1.0364 -0.010 -0.997 0.698
H -1.4069 1.3686 0.2766 1.390 0.391 -0.310
H 1.6272 1.8539 -0.6262 -0.166 -0.961 1.891
H 1.0410 2.5028 0.9836 -0.133 0.606 -0.581
H 0.6022 0.6294 2.0076 -0.032 -0.056 -0.169
H 2.1572 0.7660 1.7831 -1.110 -1.087 -1.171
```
Forces are in eV/Å.

- Gap between HOMO and LUMO: 0.4258 Eh
- Total energy: -269.4142 Ha
- Charge: +1
- Energy above the lowest of the compared OMol25 structures with the same formula, charge and spin: 226.9 kJ/mol

No. 3
This record from the OMol25 dataset describes a gas-phase ion, C4H13N2 (charge +1) in a non-equilibrium geometry. The level of theory is wB97M-V/def2-TZVPD.

XYZ file:
```
19
Properties=species:S:1:pos:R:3:forces:R:3
C -2.1956 0.0736 -0.7694 0.036 -0.138 0.321
C -0.9193 0.1929 0.0673 0.649 0.687 -1.103
N -0.3579 1.6281 -0.0349 0.588 -2.363 -0.226
C -0.0389 -1.0635 -0.3169 1.418 0.200 0.231
C 1.5399 -1.0047 -0.1067 -1.117 0.786 -0.751
N 1.8594 0.0128 1.0052 -0.877 0.603 -3.111
H -2.7241 -0.8383 -0.4712 0.033 0.041 -0.423
H -2.8817 0.9055 -0.5902 0.132 -0.039 -0.008
H -1.9197 0.0487 -1.8497 -0.313 -0.049 0.776
H -1.0260 0.0843 1.1285 -0.848 -0.160 0.595
H -0.8725 2.1469 -0.7263 0.216 0.016 -0.716
H -0.6758 2.0346 0.8089 -0.185 0.748 1.070
H -0.3631 -1.8424 0.3860 -0.276 0.005 -0.514
H -0.2471 -1.3726 -1.3568 0.218 0.025 0.574
H 2.0827 -0.6461 -1.0598 -0.808 -0.474 1.702
H 1.9941 -1.9087 0.2824 -0.226 -0.448 -0.565
H 2.8157 0.1614 0.7608 1.003 0.908 0.769
H 1.2513 0.8351 0.6996 0.582 -0.019 0.646
H 1.7388 -0.2846 1.9492 -0.225 -0.328 0.733
```
Forces are in eV/Å.

- Gap between HOMO and LUMO: 0.3976 Eh
- Total energy: -269.4481 Ha
- Charge: +1
- Energy above the lowest of the compared OMol25 structures with the same formula, charge and spin: 138.1 kJ/mol

No. 4
This record from the OMol25 dataset describes 2 unconnected molecules or ions with the total composition C4H13N2 in a non-equilibrium geometry. The level of theory is wB97M-V/def2-TZVPD.

XYZ file:
```
19
Properties=species:S:1:pos:R:3:forces:R:3
C -0.1193 0.1773 2.0967 -0.312 2.255 0.167
N 0.6015 -0.2473 3.1496 -0.334 -0.796 1.237
C 0.0968 -0.9655 0.8312 0.065 -2.102 -1.412
N -0.5338 -0.4648 -0.2081 0.014 0.033 -0.301
C -1.2325 1.4598 -3.9251 0.239 -0.023 -0.081
C 1.6147 -0.9618 0.5154 0.266 1.958 -0.146
H 0.2354 1.1063 1.6582 0.179 0.040 0.092
H -1.1955 0.2666 2.2134 -0.140 -0.765 -0.170
H 0.1695 -0.9916 3.6814 0.027 -0.032 0.083
H 1.0220 0.4192 3.7813 0.614 0.206 -0.522
H -0.3118 -1.9154 1.1875 0.211 0.028 0.420
H -1.3220 -1.0711 -0.4684 -0.396 0.352 0.031
H -1.2736 2.4723 -3.5402 -0.091 0.095 0.119
H -1.9561 1.3480 -4.7237 -0.099 -0.021 -0.080
H -1.4473 0.7415 -3.1359 0.010 0.029 0.022
H -0.2324 1.2896 -4.3234 -0.057 -0.085 0.027
H 1.8784 -1.8016 -0.1159 -0.126 -0.286 0.256
H 2.2192 -0.8083 1.4075 -0.155 -0.609 0.302
H 1.7866 -0.0531 -0.0815 0.083 -0.279 -0.045
```
Forces are in eV/Å.

- Gap between HOMO and LUMO: 0.2801 Eh
- Total energy: -269.3071 Ha
- Charge: +1
- Energy above the lowest of the compared OMol25 structures with the same formula, charge and spin: 508.2 kJ/mol

No. 5
This record from the OMol25 dataset describes a molecular structure, C4H13N2 in a non-equilibrium geometry. The level of theory is wB97M-V/def2-TZVPD.

XYZ file:
```
19
Properties=species:S:1:pos:R:3:forces:R:3
C -0.7527 -0.0189 1.4231 0.782 -0.636 -1.028
C -0.4219 -1.1989 0.4739 0.892 -0.034 -0.867
C -1.1998 -1.0603 -0.8328 -0.500 -1.024 0.875
C -0.9422 0.2666 -1.5556 0.455 -1.161 0.731
N -1.6610 1.2458 -0.7718 -2.840 0.361 -5.048
N -0.1662 1.1589 0.8490 1.928 -1.261 1.506
H -1.8615 0.0463 1.3835 0.033 0.318 0.489
H -0.3764 -0.2114 2.4306 -0.378 0.587 0.285
H -0.5556 -2.1846 0.9452 -0.345 0.491 0.022
H 0.6388 -1.1405 0.2072 0.077 0.001 0.392
H -1.1073 -1.9670 -1.4449 0.378 0.460 -0.109
H -2.2342 -1.0726 -0.4762 -0.276 0.129 -0.665
H -1.2061 0.2197 -2.5981 -0.577 0.479 -0.434
H 6.9631 0.2176 0.8891 0.007 -0.001 0.000
H 0.1663 0.4790 -1.5972 -0.651 -0.007 0.271
H -0.9869 1.4150 -0.0409 1.608 1.347 2.953
H 7.4462 -0.2051 0.5181 -0.008 0.001 0.001
H 0.0091 1.8958 1.5392 -0.564 0.320 0.108
H -1.7516 2.1145 -1.3413 -0.022 -0.371 0.519
```
Forces are in eV/Å.

- Gap between HOMO and LUMO: 0.2659 Eh
- Total energy: -269.2245 Ha
- Charge: +1
- Energy above the lowest of the compared OMol25 structures with the same formula, charge and spin: 725.3 kJ/mol

No. 6
This record from the OMol25 dataset describes 2 unconnected molecules or ions with the total composition C4H13N2O in a non-equilibrium geometry. The level of theory is wB97M-V/def2-TZVPD.

XYZ file:
```
20
Properties=species:S:1:pos:R:3:forces:R:3
C 2.1734 1.5285 -0.9454 -0.671 -0.301 1.196
C 0.7215 0.9950 -1.1079 -2.675 -1.534 -1.115
C -0.3454 1.2144 0.0243 1.969 -0.896 3.498
N -1.5662 -1.2230 1.4927 -1.104 -0.988 -0.303
C -0.4163 -0.5778 1.7746 1.474 -2.207 3.074
N 0.1658 0.4806 1.2598 0.706 3.984 -3.126
H 2.1085 2.5266 -0.5001 0.156 0.228 -0.577
H 2.8878 1.0099 -0.2497 -1.101 -0.177 -0.569
H 2.6340 1.5068 -1.9242 0.159 0.396 -0.127
H 0.6655 -0.1601 -1.3527 0.329 2.270 0.437
H 0.1610 1.5122 -1.9521 1.348 -0.499 0.265
H -1.4346 0.8882 -0.0235 1.619 0.314 -1.010
H -0.3558 2.2209 0.4740 -0.136 0.326 -1.222
H -1.6952 -2.1270 1.9523 -0.261 0.929 -0.742
H -2.2808 -0.7773 0.9503 -0.364 -0.398 0.215
H 0.2540 -0.8874 2.5305 -0.310 -1.360 1.199
H 1.0721 0.7307 1.6880 -1.144 -0.090 -0.905
H -1.4436 -2.8904 -2.1109 0.006 1.085 1.035
H -1.7619 -3.4081 -0.8069 -0.282 -0.642 1.168
O -1.5438 -2.5626 -1.1732 0.283 -0.439 -2.391
```
Forces are in eV/Å.

- Gap between HOMO and LUMO (alpha / beta): 0.1456 / 0.3326 Eh
- Total energy: -344.8081 Ha
- Energy above the lowest of the compared OMol25 structures with the same formula, charge and spin: 191.4 kJ/mol
- Multiplicity: 2

No. 7
This record from the OMol25 dataset describes 2 unconnected molecules or ions with the total composition C4H13N2O in a non-equilibrium geometry. The level of theory is wB97M-V/def2-TZVPD.

XYZ file:
```
20
Properties=species:S:1:pos:R:3:forces:R:3
C -1.2522 1.6081 -1.7336 0.860 -0.527 -0.667
C -1.6822 0.3490 -1.0082 -2.972 -0.650 0.056
C -1.0646 0.1159 0.3967 1.096 0.746 -2.428
N 0.1551 -2.6660 0.5114 -1.572 3.503 0.133
C 0.8955 -1.5379 0.4287 -1.250 3.237 -1.580
N 0.3773 -0.2397 0.2146 3.128 -3.376 1.895
H -1.6259 2.5156 -1.3763 -1.578 1.139 1.106
H -0.2233 1.8540 -1.5888 1.290 -0.531 -0.218
H -1.4457 1.6744 -2.8006 -0.046 -0.601 -0.092
H -1.6448 -0.6263 -1.5934 0.676 1.283 0.449
H -2.8461 0.3973 -0.8853 1.933 0.098 0.165
H -1.6382 -0.6739 0.8085 -0.031 -0.854 0.929
H -1.0474 0.9777 1.0371 -0.427 0.414 0.238
H 0.5217 -3.5480 0.4853 1.922 -2.355 0.034
H -0.8940 -2.7560 0.5603 1.636 1.084 -0.137
H 2.0416 -1.4475 0.3517 -1.933 -1.228 0.404
H 1.2187 0.4576 0.3124 -2.574 -1.323 -0.125
H 3.8950 0.6744 2.3537 -2.969 0.380 -2.049
H 3.2142 1.9530 1.7688 -0.819 -2.990 -0.269
O 3.0454 0.9183 1.7569 3.631 2.550 2.154
```
Forces are in eV/Å.

- Gap between HOMO and LUMO: 0.4067 Eh
- Total energy: -344.6753 Ha
- Charge: +1
- Energy above the lowest of the compared OMol25 structures with the same formula, charge and spin: 240.4 kJ/mol

No. 8
This record from the OMol25 dataset describes 2 unconnected molecules or ions with the total composition C4H13N2O in a non-equilibrium geometry. The level of theory is wB97M-V/def2-TZVPD.

XYZ file:
```
20
Properties=species:S:1:pos:R:3:forces:R:3
C 1.1607 -2.2615 0.7819 0.072 0.489 -0.020
O 1.5411 -0.8411 0.8334 -0.312 -0.616 -0.219
C -0.1552 -2.4845 0.0835 -0.629 -0.335 0.275
H 1.9993 -2.7526 0.2992 -0.026 -0.141 0.049
H 1.0404 -2.6173 1.8049 0.382 -0.002 0.010
H 1.0068 -0.4719 1.5370 -0.015 0.315 0.427
H -0.1784 -2.3593 -1.0005 0.229 0.023 0.053
H -0.4754 -3.5053 0.3157 0.096 -0.004 -0.303
H -0.9430 -1.8720 0.5370 0.129 0.145 -0.092
C -0.6038 2.4081 -0.0800 -0.649 0.053 -0.579
C -0.7293 1.1881 -0.6388 0.606 0.726 0.389
N 0.5227 0.5955 -1.1607 0.034 -0.856 0.693
N -1.5837 3.3846 0.0340 0.891 -1.123 1.230
H 0.3686 2.7315 0.2884 0.125 0.190 -0.657
H -1.5995 0.5558 -0.6861 -0.172 0.241 -0.490
H 1.1728 1.3132 -1.4678 0.052 0.116 0.107
H 0.9937 -0.0447 -0.4113 -0.057 0.311 -0.535
H 0.3175 0.0439 -1.9911 -0.013 -0.093 -0.006
H -2.5214 3.0090 0.1031 -0.157 0.299 -0.127
H -1.3340 3.9805 0.8180 -0.586 0.264 -0.204
```
Forces are in eV/Å.

- Gap between HOMO and LUMO: 0.3685 Eh
- Total energy: -344.6805 Ha
- Charge: +1
- Energy above the lowest of the compared OMol25 structures with the same formula, charge and spin: 226.6 kJ/mol

No. 9
This record from the OMol25 dataset describes a gas-phase ion, C4H13N2O (charge +1) in a non-equilibrium geometry. The level of theory is wB97M-V/def2-TZVPD.

XYZ file:
```
20
Properties=species:S:1:pos:R:3:forces:R:3
N 0.0793 -0.0700 -1.8151 -0.145 -2.606 -0.101
C -1.0922 0.8247 -1.4995 1.159 1.291 0.427
C -0.6432 1.6894 -0.2948 1.293 -1.910 0.677
N -0.3549 0.8698 0.9650 -0.331 1.383 -0.320
C -0.3589 -0.4882 1.4678 -0.110 -1.508 0.798
C 0.9963 -1.2494 1.5436 -0.873 -0.526 -1.420
O 1.2623 -1.8989 0.2537 0.019 1.042 -0.532
H 0.9559 0.4441 -1.8119 0.061 0.247 0.213
H 0.0492 -0.5623 -2.7279 -0.408 0.695 0.259
H 0.2143 -0.8960 -1.1688 0.173 0.883 0.234
H -1.1716 1.3948 -2.4254 -0.476 0.370 0.357
H -2.0233 0.3224 -1.2746 0.154 -0.658 -0.176
H 0.3654 2.0968 -0.4837 -0.506 0.285 -0.623
H -1.2944 2.5448 -0.0981 -0.301 -0.461 0.004
H -0.0779 1.5517 1.6597 -0.063 -0.459 0.063
H -0.7210 -0.5436 2.5180 0.188 0.746 -0.388
H -1.0776 -1.2173 1.0550 0.040 0.621 -0.706
H 0.9095 -2.1719 2.1457 0.144 1.208 0.894
H 1.7839 -0.5134 1.7300 0.072 -0.484 0.549
H 2.1989 -2.1275 0.2614 -0.091 -0.159 -0.208
```
Forces are in eV/Å.

- Gap between HOMO and LUMO: 0.3346 Eh
- Total energy: -344.6604 Ha
- Charge: +1
- Energy above the lowest of the compared OMol25 structures with the same formula, charge and spin: 279.4 kJ/mol

No. 10
This record from the OMol25 dataset describes a gas-phase ion, C4H13N2O (charge +1) in a non-equilibrium geometry. The level of theory is wB97M-V/def2-TZVPD.

XYZ file:
```
20
Properties=species:S:1:pos:R:3:forces:R:3
C -0.3983 -2.2534 -1.7121 2.837 -1.691 0.747
O -0.2672 -1.7129 -0.4345 -2.162 3.243 2.027
N -0.9556 -0.2665 -0.2715 3.570 -3.261 -2.818
N 0.0811 0.5224 0.3706 -1.312 1.246 -0.721
C 1.1585 0.6332 -0.6442 -0.255 0.199 0.978
C -0.7392 1.7666 0.5859 1.623 0.583 0.404
C 0.5144 0.0128 1.6478 3.370 -1.347 1.226
H 0.1004 -3.2539 -1.5407 -0.230 0.972 -0.287
H 0.1422 -1.7401 -2.4677 0.520 0.741 -0.624
H -1.3235 -2.5180 -2.0439 -3.043 -0.172 -0.538
H -1.8192 -0.2688 0.2174 -0.620 -0.787 1.426
H 1.5711 -0.3149 -0.6810 0.739 -1.959 -0.414
H 0.7167 0.8799 -1.5636 -0.487 0.549 -1.114
H 1.9611 1.2586 -0.3498 0.302 1.125 0.529
H -1.2237 1.4972 1.4840 -0.880 0.649 1.043
H -0.2000 2.7355 0.6284 -0.008 -0.964 0.072
H -1.4013 1.7211 -0.2157 -1.249 0.738 -1.354
H -0.2552 -0.0424 2.3440 -1.822 -0.113 0.836
H 0.8942 -1.0184 1.4982 -0.057 0.723 0.089
H 1.3026 0.6226 2.2099 -0.837 -0.473 -1.509
```
Forces are in eV/Å.

- Gap between HOMO and LUMO: 0.4426 Eh
- Total energy: -344.5426 Ha
- Charge: +1
- Energy above the lowest of the compared OMol25 structures with the same formula, charge and spin: 588.8 kJ/mol